# C24H41GeN3O5Ti

A molecular structure, C24H41GeN3O5Ti (ωB97M-V with the def2-TZVPD basis set, the Open Molecules 2025 dataset).

The geometry in XYZ format:
```
75
Properties=species:S:1:pos:R:3:mulliken_charge:R:1
Ti 0.117 0.108 -0.389 0.83
C 2.789 -2.451 -1.623 -1.09
C 1.320 -2.365 -1.983 1.61
C 1.073 -1.561 -3.241 -1.63
C 0.670 -3.732 -2.050 -1.99
O 0.653 -1.603 -0.836 -1.19
Ge -0.621 -2.519 0.508 0.07
O -1.559 -0.569 -0.007 0.55
C -3.054 -0.489 -0.011 1.68
C -3.586 -1.752 0.645 -2.15
C -3.428 0.736 0.804 -1.35
C -3.513 -0.387 -1.455 -1.47
O 0.273 -1.415 1.684 -0.01
C 0.315 -1.704 3.138 1.38
C 1.755 -1.714 3.617 -1.82
C -0.313 -3.071 3.379 -1.97
C -0.483 -0.613 3.833 -1.39
H 3.289 -3.134 -2.311 0.58
H 3.272 -1.480 -1.726 0.00
H 2.921 -2.858 -0.617 0.23
H 1.571 -2.048 -4.080 0.61
H 0.006 -1.540 -3.475 0.28
H 1.485 -0.553 -3.162 0.28
H 1.070 -4.262 -2.916 0.53
H 0.898 -4.342 -1.172 0.51
H -0.410 -3.663 -2.189 0.44
H -3.168 -1.892 1.647 0.48
H -4.666 -1.661 0.767 0.58
H -3.412 -2.639 0.033 0.49
H -3.101 0.634 1.842 0.23
H -3.022 1.648 0.364 0.24
H -4.513 0.843 0.820 0.59
H -3.000 -1.122 -2.078 0.25
H -4.580 -0.604 -1.510 0.58
H -3.361 0.612 -1.860 0.27
H 2.370 -2.412 3.041 0.39
H 2.194 -0.713 3.621 0.31
H 1.790 -2.050 4.653 0.49
H 0.239 -3.867 2.871 0.55
H -0.300 -3.304 4.443 0.53
H -1.363 -3.097 3.070 0.47
H -0.041 0.370 3.649 0.28
H -1.520 -0.614 3.494 0.21
H -0.484 -0.767 4.912 0.53
N 3.190 -0.167 1.288 0.17
C 4.333 0.172 0.535 -0.64
C 4.064 1.445 -0.318 -0.66
C 3.016 1.133 -1.362 0.24
O 3.281 1.029 -2.523 -0.47
O 1.759 0.964 -0.909 0.26
H 2.908 0.422 2.066 0.29
H 2.788 -1.105 1.319 -0.04
H 4.666 -0.668 -0.067 0.46
H 5.120 0.458 1.254 0.41
H 4.994 1.696 -0.823 0.44
H 3.760 2.277 0.319 0.36
N -0.198 1.692 1.111 0.14
C -0.631 2.898 0.398 0.62
C -0.771 4.106 1.024 -0.41
C -1.229 5.231 0.310 -1.01
C -1.544 5.125 -1.015 -0.87
C -1.400 3.889 -1.688 0.37
C -1.682 3.722 -3.062 -0.69
C -1.496 2.501 -3.659 -1.16
C -1.031 1.438 -2.885 -0.44
N -0.770 1.553 -1.591 1.13
C -0.934 2.768 -0.970 -0.12
H 0.574 1.931 1.728 0.47
H -0.954 1.365 1.714 0.15
H -0.540 4.205 2.079 0.54
H -1.334 6.175 0.825 0.47
H -1.903 5.983 -1.568 0.50
H -2.041 4.568 -3.636 0.50
H -1.695 2.345 -4.709 0.54
H -0.871 0.467 -3.334 0.46
```

## Properties
Charge   +3
Multiplicity   2
LUMO (spin up / spin down)   -10.29 / -12.67 eV
⟨S²⟩   0.76